1.
Below is a cluster of 2 separate species, C5H6N2 in total in a non-equilibrium geometry, with properties calculated with ωB97M-V/def2-TZVPD.

The geometry in XYZ format:
```
13
C5H6N2 ωB97M-V/def2-TZVPD
C -1.421 -2.244 -1.047
C -1.190 -0.961 -1.357
C 0.623 0.845 0.785
C 0.966 1.836 -0.020
C -2.195 -1.243 -0.289
N -3.076 -0.647 1.797
N -2.457 -0.922 0.880
H -1.644 -3.272 -1.314
H -0.536 -0.198 -1.696
H 0.825 0.822 1.899
H -0.029 0.011 0.481
H 0.702 1.938 -1.055
H 1.483 2.668 0.378
```

Summary:
**Total energy**: -8255.3637 eV
**LUMO level**: 0.5 eV
**Energy relative to the best compared isomer or geometry (same formula, charge and spin)**: 161.30 kcal per mole
**Charge**: 0

---

2.
Below is a cluster of 14 separate species, C4H37N2O13S in total in a non-equilibrium geometry, with properties calculated with ωB97M-V/def2-TZVPD.

The geometry in XYZ format:
```
57
C4H37N2O13S ωB97M-V/def2-TZVPD
C 0.391 -0.306 1.915
C 0.312 1.238 1.949
C 1.713 1.849 1.788
S 3.119 1.019 2.718
N -0.440 1.514 0.693
C -0.259 1.005 -0.733
N -1.308 1.427 -1.561
H -0.591 -0.858 1.837
H 0.998 -0.538 2.841
H 0.782 -0.734 0.980
H -0.257 1.702 2.869
H 2.082 1.734 0.697
H 1.688 2.974 1.935
H -0.604 2.510 0.762
H 0.666 1.550 -0.974
H 0.021 -0.034 -0.791
H -1.613 2.363 -1.568
H -2.079 0.801 -1.622
H 0.332 -4.310 0.522
H -0.388 -3.032 0.748
O 0.493 -3.390 0.696
H -2.177 -2.719 -0.122
H -2.370 -1.850 1.007
O -1.974 -2.663 0.789
H -1.916 2.646 3.888
H -2.183 1.641 2.783
O -2.509 2.537 3.090
H -3.870 0.098 1.321
H -2.362 0.247 0.845
O -3.017 -0.248 1.355
H 1.641 -2.952 1.958
H 2.172 -1.495 2.498
O 2.290 -2.598 2.542
H 2.223 -0.551 -1.577
H 3.067 0.423 -2.357
O 2.345 -0.246 -2.504
H -0.888 -2.209 -3.885
H -1.273 -0.965 -4.641
O -1.541 -1.836 -4.442
H -2.313 4.071 1.337
H -3.048 2.802 1.087
O -2.721 3.569 0.594
H -1.533 -1.534 -1.695
H -2.697 -1.119 -2.542
O -2.424 -1.098 -1.614
H -0.508 1.064 -3.356
H 0.612 0.161 -3.851
O -0.258 0.473 -4.136
H 0.351 -2.609 -0.773
H 0.551 -1.363 -1.836
O 0.055 -2.099 -1.576
H 3.733 2.396 -0.220
H 4.244 0.897 -0.225
O 4.089 1.691 -0.814
H 3.140 -0.397 0.967
H 3.048 -1.768 0.353
O 2.965 -0.883 0.050
```

Summary:
**Total energy**: -45182.7971 eV
**LUMO level**: 2.3 eV
**Energy relative to the best compared isomer or geometry (same formula, charge and spin)**: 64.26 kcal per mole
**Charge**: -1

---

3.
Below is the ion C4H7NO2 with charge +1 in a non-equilibrium geometry, with properties calculated with ωB97M-V/def2-TZVPD.

The geometry in XYZ format:
```
14
C4H7NO2 ωB97M-V/def2-TZVPD
C 1.656 1.175 -0.822
N 0.296 0.831 -0.583
C -0.404 -0.290 1.469
C -0.050 -0.406 -0.043
C -1.301 -1.033 -0.767
O -1.445 -1.047 -1.933
O 2.496 0.338 -0.832
H 1.808 2.252 -0.949
H -0.434 1.546 -0.617
H -1.313 0.305 1.589
H 0.402 0.203 1.989
H -0.480 -1.310 1.826
H 0.795 -1.065 -0.235
H -2.026 -1.500 -0.091
```

Summary:
**Total energy**: -9836.5948 eV
**LUMO level (alpha / beta)**: -4.6 / -9.3 eV
**Energy relative to the best compared isomer or geometry (same formula, charge and spin)**: 7.19 kcal per mole
**Multiplicity**: 2
**Charge**: +1

---

4.
Below is a cluster of 6 separate species, C20H52FO23P5 in total in a non-equilibrium geometry, with properties calculated with ωB97M-V/def2-TZVPD.

The geometry in XYZ format:
```
101
C20H52FO23P5 ωB97M-V/def2-TZVPD
C -6.170 1.886 2.104
C -6.028 2.415 0.589
F -7.341 2.425 -0.006
C -5.057 1.368 -0.173
C -3.799 1.977 -0.991
O -3.678 0.867 -1.958
C -5.060 0.733 -2.366
O -5.491 0.864 -3.516
O -5.720 0.465 -1.128
H -6.454 0.782 2.031
H -6.937 2.530 2.653
H -5.126 1.909 2.595
H -5.609 3.476 0.525
H -4.628 0.669 0.642
H -2.855 2.076 -0.366
H -4.148 2.840 -1.649
C -0.090 1.258 5.460
O -1.234 0.633 4.880
P -1.146 0.428 3.171
O -2.636 0.102 3.139
O -0.247 -0.937 3.380
C -0.724 -1.961 4.244
O -1.004 0.254 1.471
C -1.546 -0.906 0.859
H -0.201 1.250 6.546
H 0.825 0.719 5.196
H -0.018 2.293 5.118
H -1.806 -1.913 4.383
H -0.227 -1.880 5.213
H -0.472 -2.927 3.802
H -2.629 -0.946 0.981
H -1.086 -1.812 1.256
H -1.331 -0.854 -0.210
C 2.587 -6.240 -0.065
O 1.186 -5.989 0.019
P 0.681 -4.508 -0.705
O -0.676 -4.657 -0.028
O 0.674 -5.235 -2.183
C -0.034 -6.456 -2.357
O 0.205 -3.027 -1.430
C -1.045 -2.967 -2.108
H 2.787 -7.238 0.330
H 2.929 -6.197 -1.104
H 3.133 -5.506 0.532
H -0.812 -6.592 -1.604
H 0.668 -7.291 -2.313
H -0.500 -6.444 -3.343
H -1.875 -3.134 -1.420
H -1.083 -3.684 -2.929
H -1.152 -1.963 -2.525
C 2.179 -2.260 -3.602
O 3.005 -1.891 -4.704
P 3.679 -3.223 -5.567
O 4.646 -2.298 -6.298
O 2.275 -3.404 -6.410
C 1.730 -2.290 -7.103
O 4.306 -4.641 -6.299
C 4.475 -4.663 -7.706
H 1.725 -1.359 -3.187
H 1.384 -2.940 -3.921
H 2.784 -2.742 -2.830
H 2.484 -1.533 -7.326
H 0.931 -1.845 -6.506
H 1.305 -2.646 -8.043
H 5.212 -3.924 -8.025
H 3.527 -4.500 -8.220
H 4.849 -5.652 -7.980
C 3.578 -0.503 3.365
O 3.670 -0.272 4.769
P 4.886 -1.197 5.568
O 4.305 -0.836 6.930
O 6.034 -0.112 5.103
C 5.854 1.266 5.403
O 6.102 -2.208 6.231
C 6.893 -1.712 7.297
H 2.854 0.195 2.941
H 4.547 -0.344 2.881
H 3.238 -1.525 3.180
H 5.169 1.420 6.238
H 5.475 1.783 4.519
H 6.825 1.689 5.665
H 6.284 -1.517 8.181
H 7.433 -0.811 7.002
H 7.624 -2.482 7.554
C -4.120 5.543 -2.970
O -4.104 6.114 -1.675
P -2.537 6.611 -1.139
O -3.094 6.756 0.272
O -2.688 8.022 -1.975
C -3.849 8.821 -1.790
O -0.964 7.061 -0.624
C -0.817 8.222 0.176
H -5.154 5.353 -3.261
H -3.666 6.221 -3.698
H -3.573 4.597 -2.960
H -4.342 8.618 -0.838
H -4.548 8.641 -2.610
H -3.550 9.870 -1.811
H -1.323 8.105 1.136
H -1.187 9.108 -0.342
H 0.249 8.358 0.371
```

Summary:
**Total energy**: -117821.9048 eV
**LUMO level**: -3.4 eV
**Energy relative to the best compared isomer or geometry (same formula, charge and spin)**: 115.36 kcal per mole
**Charge**: 0
**SMILES string**: C[C@H](F)[C@@H]1COC(=O)O1.COP(=O)(OC)OC.COP(=O)(OC)OC.COP(=O)(OC)OC.COP(=O)(OC)OC.COP(=O)(OC)OC

---

5.
Below is a structure of composition C24H9BrCl4CsF5N2O4S in a non-equilibrium geometry, with properties calculated with ωB97M-V/def2-TZVPD.

The geometry in XYZ format:
```
51
C24H9BrCl4CsF5N2O4S ωB97M-V/def2-TZVPD
Cs 1.967 -0.939 0.286
Br -6.109 -1.051 3.134
C -4.711 -0.736 1.868
C -5.047 -0.224 0.629
C -4.036 0.008 -0.292
C -2.714 -0.281 0.051
C -2.379 -0.753 1.311
C -3.399 -0.998 2.223
N -1.646 -0.056 -0.854
C -1.855 -0.403 -2.064
C -0.827 -0.236 -3.101
C -1.212 -0.350 -4.442
C -0.249 -0.172 -5.421
C 1.051 0.094 -5.026
C 1.339 0.159 -3.664
N 0.430 -0.002 -2.719
H -6.077 0.002 0.391
H -4.270 0.438 -1.254
H -1.336 -0.898 1.589
H -3.147 -1.376 3.203
H -2.793 -0.855 -2.411
H -2.240 -0.564 -4.700
H -0.511 -0.244 -6.470
H 1.847 0.234 -5.746
H 2.346 0.344 -3.309
Cl 0.887 -6.903 3.546
C 0.755 -5.206 3.176
C 0.698 -4.281 4.188
Cl 0.750 -4.785 5.852
C 0.604 -2.920 3.859
Cl 0.493 -1.744 5.149
C 0.561 -2.432 2.554
O 0.463 -1.189 2.279
C 0.613 -3.436 1.450
O 0.569 -3.067 0.241
C 0.709 -4.780 1.844
Cl 0.760 -5.968 0.562
F 1.143 6.990 -0.017
C 1.780 5.811 0.103
C 1.535 4.778 -0.789
F 0.650 4.961 -1.779
C 2.200 3.562 -0.668
F 1.879 2.645 -1.587
C 3.134 3.332 0.342
S 4.107 1.837 0.669
C 3.351 4.396 1.214
F 4.249 4.245 2.207
C 2.703 5.613 1.119
F 2.960 6.602 1.993
O 3.574 0.954 -0.594
O 4.449 -0.155 -0.129
```

Summary:
**Total energy**: -181303.7365 eV
**LUMO level**: 3.6 eV
**Energy relative to the best compared isomer or geometry (same formula, charge and spin)**: 28.14 kcal per mole
**Charge**: -2

---

6.
Below is a structure of composition C29H47KN8OS in a non-equilibrium geometry, with properties calculated with ωB97M-V/def2-TZVPD.

The geometry in XYZ format:
```
87
C29H47KN8OS ωB97M-V/def2-TZVPD
K 0.021 0.260 1.039
C 0.490 0.658 3.931
C 1.849 0.383 3.629
C 2.406 1.595 3.094
C 1.356 2.545 3.073
C 0.180 1.979 3.588
C -1.157 2.678 3.731
C -1.635 3.215 2.373
C -1.023 3.864 4.699
C -2.224 1.721 4.265
C 3.803 1.977 2.586
C 4.097 1.401 1.191
C 4.926 1.590 3.560
C 3.910 3.503 2.422
C 2.449 -0.981 3.991
C 3.175 -0.922 5.348
C 3.400 -1.554 2.932
C 1.336 -2.030 4.152
H -0.219 -0.054 4.326
H 1.445 3.563 2.719
H -0.874 3.858 1.923
H -2.558 3.796 2.482
H -1.847 2.390 1.688
H -0.278 4.575 4.335
H -0.693 3.511 5.679
H -1.978 4.390 4.817
H -2.359 0.873 3.589
H -3.183 2.242 4.363
H -1.942 1.340 5.250
H 4.072 0.314 1.177
H 5.090 1.720 0.847
H 3.352 1.755 0.477
H 5.037 0.514 3.670
H 4.729 2.010 4.550
H 5.884 1.983 3.200
H 3.227 3.864 1.652
H 4.927 3.762 2.111
H 3.687 4.019 3.359
H 3.993 -0.204 5.343
H 3.579 -1.905 5.621
H 2.469 -0.611 6.121
H 4.301 -0.961 2.806
H 2.900 -1.614 1.961
H 3.707 -2.567 3.215
H 0.668 -1.787 4.978
H 1.782 -3.008 4.361
H 0.726 -2.123 3.250
N -0.783 -0.194 -4.789
C -0.813 -0.928 -3.568
S 0.133 -2.372 -3.552
N -1.536 -0.349 -2.667
N -1.555 -0.814 -1.348
C -2.163 -1.917 -1.155
C -2.406 -2.546 0.143
C -2.729 -3.904 0.126
C -2.985 -4.632 1.275
C -2.929 -3.958 2.500
C -2.642 -2.614 2.560
C -2.367 -1.827 1.393
O -2.115 -0.586 1.479
H -0.632 -0.812 -5.572
H -1.611 0.381 -4.888
H -2.548 -2.465 -2.021
H -2.758 -4.399 -0.841
H -3.213 -5.690 1.227
H -3.117 -4.500 3.423
H -2.604 -2.092 3.511
C 3.483 -1.508 -2.701
N 3.000 -0.174 -2.996
C 2.901 0.160 -4.406
C 2.125 0.374 -2.079
N 1.962 -0.015 -0.876
N 1.415 1.492 -2.567
C 0.858 2.411 -1.662
N -0.455 2.719 -1.963
N 1.589 2.926 -0.750
H 4.138 -1.826 -3.511
H 2.657 -2.222 -2.611
H 4.074 -1.512 -1.782
H 3.841 -0.111 -4.891
H 2.757 1.232 -4.520
H 2.079 -0.373 -4.895
H 2.595 -0.767 -0.632
H 0.819 1.275 -3.361
H -1.016 1.934 -2.321
H -0.918 3.271 -1.258
H 1.028 3.511 -0.134
```

Summary:
**Total energy**: -71967.0216 eV
**LUMO level**: 4.3 eV
**Energy relative to the best compared isomer or geometry (same formula, charge and spin)**: 17.11 kcal per mole
**Charge**: -2

---

7.
Below is a cluster of 4 separate species, C3H13NO3 in total in a non-equilibrium geometry, with properties calculated with ωB97M-V/def2-TZVPD.

The geometry in XYZ format:
```
20
C3H13NO3 ωB97M-V/def2-TZVPD
C 2.789 -0.272 -1.122
C 2.095 -0.691 0.018
N 0.750 -0.231 0.381
C 0.637 0.580 1.604
H 2.253 0.029 -2.016
H 3.864 -0.134 -0.985
H 2.634 -0.887 0.940
H 0.364 0.326 -0.379
H 0.789 1.642 1.411
H 1.288 0.160 2.365
H -0.373 0.465 2.001
H -0.725 -2.929 0.073
H -0.482 -1.387 0.158
O -1.199 -2.094 0.061
H -1.619 2.204 -1.878
H -2.083 1.738 -0.496
O -1.465 2.345 -0.935
H -2.414 -0.504 -0.407
H -3.910 -0.391 -0.155
O -3.193 0.030 -0.639
```

Summary:
**Total energy**: -10952.2107 eV
**LUMO level (alpha / beta)**: 3.5 / 3.4 eV
**Energy relative to the best compared isomer or geometry (same formula, charge and spin)**: 22.65 kcal per mole
**Multiplicity**: 2
**Charge**: -1

---

8.
Below is a structure of composition C33H29IMnN5O4PS2 in a non-equilibrium geometry, with properties calculated with ωB97M-V/def2-TZVPD.

The geometry in XYZ format:
```
76
C33H29IMnN5O4PS2 ωB97M-V/def2-TZVPD
Mn 0.556 -0.909 -0.367
N 1.842 0.139 3.560
C 1.290 -0.456 2.493
S 2.264 -0.569 1.007
N 0.096 -0.939 2.518
N -0.157 -1.594 1.338
C -0.836 -2.694 1.362
C -1.585 -3.172 2.529
C -2.471 -2.305 3.175
C -3.203 -2.754 4.259
C -3.035 -4.052 4.722
C -2.141 -4.910 4.097
C -1.425 -4.479 2.993
C -0.679 -3.487 0.133
C -1.357 -4.653 -0.144
C -0.972 -5.397 -1.257
C 0.072 -4.949 -2.039
C 0.668 -3.732 -1.728
N 0.291 -3.014 -0.678
H 2.817 0.386 3.550
H 1.395 0.024 4.456
H -2.580 -1.289 2.819
H -3.901 -2.090 4.751
H -3.602 -4.397 5.577
H -2.002 -5.915 4.470
H -0.719 -5.145 2.513
H -2.160 -4.981 0.501
H -1.479 -6.323 -1.495
H 0.421 -5.511 -2.893
H 1.460 -3.323 -2.340
O 0.334 -1.636 -4.109
S 0.351 -0.788 -2.974
O -0.744 -0.940 -1.978
O 1.566 -0.949 -2.067
C 0.330 0.894 -3.445
C 0.055 1.220 -4.759
C -0.027 2.561 -5.111
C 0.174 3.540 -4.152
C 0.461 3.196 -2.835
C 0.527 1.861 -2.459
P 1.114 1.443 -0.785
C 0.359 2.580 0.384
C 0.959 2.751 1.631
C 0.398 3.612 2.560
C -0.757 4.315 2.244
C -1.358 4.147 1.001
C -0.812 3.272 0.076
C 2.869 1.884 -0.896
C 3.812 1.004 -1.430
C 5.123 1.417 -1.602
C 5.503 2.706 -1.251
C 4.567 3.586 -0.732
C 3.252 3.182 -0.554
H -0.094 0.435 -5.488
H -0.240 2.835 -6.135
H 0.124 4.585 -4.427
H 0.646 3.979 -2.110
H 1.878 2.232 1.871
H 0.872 3.748 3.522
H -1.185 5.002 2.962
H -2.252 4.703 0.748
H -1.298 3.134 -0.881
H 3.533 0.002 -1.720
H 5.849 0.731 -2.015
H 6.529 3.023 -1.386
H 4.855 4.594 -0.462
H 2.535 3.886 -0.153
N -3.267 1.153 1.113
C -2.606 0.451 0.183
O -1.382 0.302 0.281
C -3.446 -0.124 -0.924
I -3.516 1.289 -2.524
H -2.737 1.639 1.820
H -4.250 1.352 1.021
H -4.471 -0.297 -0.612
H -2.999 -1.025 -1.322
```

Summary:
**Total energy**: -120698.7531 eV
**LUMO level (alpha / beta)**: -7.4 / -8.0 eV
**Multiplicity**: 2
**Charge**: +2

---

Question: Look up the total energy of the fourth one.
Answer: -117821.9048 eV